Density functional theory data (the ωB97M-V functional and the def2-TZVPD basis) for 8 unconnected molecules or ions with the total composition C26H51BF4N11O22P at a distorted geometry.

The geometry in XYZ format:
```
116
Properties=species:S:1:pos:R:3:forces:R:3
C 0.14090 1.06753 4.40049 -0.83 0.15 -1.00
C -0.65208 0.96540 3.49068 0.86 -0.21 0.27
C -1.44275 0.80734 2.25278 -0.47 1.83 1.03
P -3.03083 -0.14383 2.79218 -0.87 -4.02 -0.22
O -3.24558 -0.00379 4.41906 0.49 1.63 -0.96
O -4.33379 0.40378 1.92234 1.17 1.30 0.53
C -1.69454 2.29126 1.75925 0.93 -1.09 0.57
B -2.42436 3.18807 2.87162 0.26 1.11 0.05
O -3.57682 2.83158 3.47752 0.07 -0.03 -0.57
O -1.87905 4.43162 3.19862 -0.02 -1.02 0.04
C -0.64043 4.35920 3.90992 0.36 1.13 0.08
N -2.41224 2.20658 0.46757 1.04 0.09 -0.59
C -2.46424 3.42563 -0.26130 -1.15 0.72 -0.32
F -1.49228 4.28014 0.01081 0.50 0.03 0.35
F -2.46504 3.23828 -1.57702 0.08 -0.45 -0.36
F -3.61923 4.05868 0.01313 -0.16 0.19 0.38
C -2.05059 1.07449 -0.29651 0.15 0.43 0.11
N -2.93274 0.53449 -1.03270 0.10 0.13 0.91
C -2.77084 -0.67779 -1.90547 0.44 -3.17 -1.97
O -2.36974 -1.74244 -1.45633 0.15 0.83 1.79
O -3.12624 -0.46767 -3.04610 -0.84 1.82 -1.05
N -0.75273 0.51300 -0.18933 -1.02 -0.43 0.43
O 0.24639 1.46198 -0.40889 -0.12 0.87 0.31
C 0.42907 1.75239 -1.81041 0.73 -0.49 -0.70
C 0.18574 0.57523 -2.77513 0.39 0.91 -0.82
C 1.17612 0.68988 -3.97566 -1.02 0.56 -0.03
C -0.64265 -0.03743 1.17455 0.33 -0.91 0.93
F -1.25875 -1.25851 1.09429 -0.13 -0.10 -0.25
C 0.79544 -0.35173 1.54836 0.80 -0.28 -1.33
C 1.46763 -1.21694 0.42808 0.37 0.01 0.71
C 2.88719 -0.68796 0.15040 -0.52 -1.49 0.02
C 3.68424 -1.67052 -0.74927 0.15 1.02 0.02
N 4.52858 -0.85992 -1.65601 0.30 -0.81 0.38
C 5.43295 -1.74012 -2.47440 -0.26 1.02 -0.11
C 5.40266 -0.01374 -0.89626 -0.16 1.38 -0.25
C 5.69351 1.35742 -1.51451 0.37 -1.34 -0.84
O 5.88675 -0.30827 0.16558 -0.16 -0.47 0.35
H 0.91847 1.24311 5.10728 -0.17 -0.12 0.18
H -2.99918 0.86786 4.77211 -0.32 -0.05 0.23
H -4.37432 1.37343 1.84683 -0.37 -0.06 0.18
H -0.68466 2.71131 1.63772 -0.28 0.04 -0.37
H -3.94149 3.61070 3.94602 -0.23 -0.47 0.17
H -0.79764 3.98227 4.92620 0.06 -0.16 -0.22
H 0.14206 3.79484 3.39179 -0.29 -0.16 0.03
H -0.27214 5.38713 3.99815 -0.09 -0.17 0.00
H -3.85397 0.96519 -1.04352 0.00 -0.14 -0.03
H -0.13060 2.65033 -2.10219 -0.21 -0.28 0.19
H 1.48381 2.03731 -1.90842 -0.12 -0.07 0.50
H -0.80289 0.73006 -3.21816 -0.09 -0.68 0.35
H 0.27563 -0.40693 -2.31465 -0.16 0.23 0.21
H 0.69073 1.32875 -4.72717 0.26 -0.07 0.03
H 2.10711 1.19532 -3.71034 0.13 -0.53 -0.01
H 1.32306 -0.27271 -4.46641 0.29 0.09 0.22
H 0.84303 -0.96083 2.45106 -0.48 0.44 0.15
H 1.40724 0.54379 1.68397 -0.32 0.04 0.14
H 1.58751 -2.23392 0.82477 -0.19 0.10 -0.16
H 0.84030 -1.31462 -0.46109 0.18 0.19 0.04
H 3.40848 -0.69268 1.11449 -0.07 0.64 -0.15
H 2.81428 0.31102 -0.29026 0.28 -0.07 0.08
H 4.30793 -2.33291 -0.12781 -0.24 0.00 -0.08
H 3.01650 -2.27992 -1.36633 0.11 0.12 0.01
H 5.55514 -1.27118 -3.45699 0.03 -0.39 0.24
H 6.41086 -1.78057 -1.97826 -0.09 -0.54 -0.20
H 4.97467 -2.72607 -2.56098 0.18 0.10 -0.02
H 5.05018 2.13507 -1.10142 0.10 -0.13 0.10
H 6.75629 1.55284 -1.35547 -0.23 0.37 0.20
H 5.52421 1.25753 -2.59391 -0.10 0.31 0.18
C -4.80226 -3.33934 0.12138 0.21 -0.02 0.03
N -6.08896 -4.08321 0.17918 0.23 0.06 0.05
O -6.11934 -5.11707 0.81021 -0.15 -0.05 0.00
O -7.03241 -3.59876 -0.41625 -0.08 -0.01 -0.02
H -4.05904 -3.88399 0.69112 -0.05 -0.03 0.00
H -4.51052 -3.26636 -0.92233 -0.01 0.11 0.02
H -4.97314 -2.35507 0.54984 -0.03 0.02 -0.10
C -5.76082 6.84516 3.89256 0.14 0.15 0.21
N -5.94188 5.37326 3.77209 0.01 0.18 0.00
O -5.29921 4.65977 4.52994 -0.01 0.12 0.05
O -6.71133 4.98098 2.93457 0.00 -0.12 -0.04
H -5.04444 7.04250 4.68168 -0.01 -0.09 -0.01
H -5.39558 7.20673 2.93566 -0.12 -0.03 -0.04
H -6.72989 7.27430 4.13021 -0.02 -0.02 -0.12
C -9.64395 -5.14108 0.17529 0.16 -0.11 0.11
N -10.92969 -5.89023 0.24006 0.15 0.05 0.04
O -10.94945 -6.92385 0.87454 -0.10 -0.04 0.00
O -11.87508 -5.41041 -0.35075 -0.07 -0.02 0.00
H -8.89543 -5.68162 0.74247 -0.04 -0.03 -0.02
H -9.35827 -5.06874 -0.86887 -0.06 0.11 0.01
H -9.81731 -4.15783 0.60161 -0.04 0.03 -0.14
C 5.38039 0.17685 -7.37705 -0.10 0.01 -0.20
N 5.00512 0.26457 -5.93986 -0.02 0.01 -0.17
O 3.85595 0.53263 -5.67329 0.00 0.02 0.09
O 5.88692 0.05894 -5.12943 0.05 0.12 -0.08
H 4.50100 0.38186 -7.97667 -0.03 0.01 0.09
H 6.15562 0.91585 -7.55755 0.07 -0.09 0.05
H 5.74859 -0.82895 -7.55756 0.10 0.05 0.05
C 7.03896 -2.07820 2.54405 -0.05 0.28 0.04
N 8.06901 -2.71298 3.41287 -0.16 0.08 -0.04
O 8.58496 -2.02549 4.27313 0.08 -0.03 0.02
O 8.32488 -3.87687 3.20010 0.06 -0.05 0.04
H 6.91650 -1.04323 2.84483 0.05 -0.01 -0.02
H 7.39029 -2.14174 1.51884 -0.09 -0.09 -0.01
H 6.11361 -2.63163 2.67457 0.06 -0.10 -0.09
C -4.30099 -3.51706 -4.30593 0.21 0.11 0.24
N -4.56387 -4.97158 -4.48609 0.05 0.13 0.05
O -3.92214 -5.74799 -3.80941 -0.04 -0.08 -0.01
O -5.40685 -5.28121 -5.30172 -0.02 -0.06 -0.03
H -3.53021 -3.38952 -3.55262 0.00 -0.02 -0.02
H -3.97344 -3.12211 -5.26257 -0.12 0.02 -0.02
H -5.23101 -3.05314 -3.98958 -0.02 0.00 -0.13
C 9.57474 0.79986 2.71440 0.23 0.01 0.07
N 8.69077 1.94855 2.37789 0.11 -0.06 0.00
O 9.21771 3.01070 2.12353 -0.06 0.06 -0.03
O 7.49644 1.73728 2.38302 -0.04 0.02 0.03
H 10.60650 1.12972 2.67209 -0.05 0.08 -0.04
H 9.31369 0.46864 3.71542 -0.10 -0.11 -0.08
H 9.38755 0.01881 1.98315 -0.10 -0.02 0.07
```
Positions in Å, forces in eV/Å.

Summary:
energy above the lowest of the compared OMol25 structures with the same formula, charge and spin	25.2	kcal/mol
gap between HOMO and LUMO	0.278	hartree
E_HOMO	-8.73	eV
energy	-110038.9765	eV
LUMO energy	-1.157	eV
strongest force on any atom	4.1	eV/A

Atomic partial charges in e from the Löwdin method, atoms 1 to 8: 0.175 -0.142 -0.329 0.954 -0.259 -0.270 -0.093 -0.638

Density functional theory data (the ωB97M-V functional and the def2-TZVPD basis) for a molecular structure, C26H51Cl3N2O3PSiTb at a distorted geometry.

The geometry in XYZ format:
```
88
Properties=species:S:1:pos:R:3:forces:R:3
C -2.49220 -2.25417 -5.23883 0.07 -0.16 -0.19
C -1.62893 -2.36280 -4.01565 0.11 -0.05 1.02
H -2.72449 -3.29567 -5.54646 -0.01 0.74 -0.22
H -1.96628 -1.71647 -6.05012 -0.46 -0.31 0.18
H -3.43634 -1.73334 -4.98683 0.48 -0.24 -0.33
C -0.63742 -3.25922 -3.91869 -0.23 0.49 0.29
C -0.03027 -4.04356 -5.02698 -0.13 -0.59 0.06
H -0.15859 -3.47041 -2.96575 -0.22 0.41 -0.20
H 0.61301 -3.41830 -5.65438 -0.15 -0.16 -0.09
H -0.77036 -4.57190 -5.62348 -0.13 0.21 -0.41
H 0.56817 -4.83748 -4.58226 0.28 0.03 -0.14
Tb 1.57924 1.56368 0.99000 -0.15 0.82 1.41
Cl -1.10975 1.87460 1.45383 -0.47 0.57 -0.62
Cl 2.92501 3.06097 -0.52290 0.28 0.26 -0.44
H 2.15956 6.13611 3.55569 0.05 0.08 -0.13
H -0.79021 6.72060 3.66215 0.10 0.00 -0.40
C 1.86187 6.17996 2.50207 -0.09 0.17 0.18
C -0.63891 6.55483 2.58086 0.06 -0.19 0.06
N 0.50621 5.66735 2.34524 0.28 -0.15 0.30
H 2.56586 5.59100 1.90987 -0.24 0.05 0.06
C 0.33215 4.35651 2.27504 1.01 -0.61 -0.38
O 1.28738 3.51727 2.30288 -1.29 1.54 0.19
H -1.55024 6.10159 2.16607 0.34 0.11 0.12
H -0.70696 4.06709 2.09944 0.15 -0.41 0.24
H 1.85753 7.21271 2.16418 0.17 0.06 0.01
H -0.46201 7.51689 2.09028 -0.04 -0.21 0.07
H 2.56812 -0.67700 -2.53157 -0.13 -0.03 0.33
H 2.13776 -3.37423 -1.71941 0.35 0.28 0.28
C 3.41562 -0.73895 -1.84072 0.17 -0.13 0.05
C 3.11395 -3.12374 -1.26027 -0.37 -0.18 0.12
N 3.19039 -1.73969 -0.79778 0.25 0.09 0.48
H 3.61376 0.23648 -1.40443 -0.07 -0.03 0.02
C 3.08725 -1.42327 0.50503 -0.01 1.53 -0.43
O 3.31588 -0.26756 0.98754 -0.32 -1.77 -0.97
H 3.29077 -3.79599 -0.40981 -0.05 0.11 -0.33
H 2.68606 -2.26169 1.11739 0.65 0.42 -0.03
H 4.27322 -1.05766 -2.43052 0.19 0.09 0.01
H 3.87701 -3.29286 -2.03065 -0.03 0.05 0.33
O -1.20854 -0.15327 -3.05351 -0.12 -3.44 0.64
C -1.98124 -1.39602 -2.85720 -0.10 0.68 0.11
C -0.47569 -2.36841 -1.12149 -0.56 -0.56 0.27
C -1.78569 -2.03814 -1.47807 0.92 0.21 -0.64
H 0.29852 -1.92994 -1.76308 -0.23 -0.54 0.58
C -0.23113 -3.16392 0.01838 0.18 0.39 -1.23
H -3.04596 -1.11061 -2.91667 0.18 -0.22 -0.14
C -2.83880 -2.40118 -0.63927 0.22 -0.15 -0.31
H 0.79655 -3.32019 0.34765 -0.27 -0.23 -0.14
C -1.29998 -3.70069 0.70737 0.08 0.21 -0.12
C -2.59286 -3.27774 0.41369 0.01 -0.13 -0.13
H -3.83720 -2.02720 -0.85491 0.04 -0.24 0.05
H -1.10744 -4.42346 1.48676 -0.14 0.05 0.23
H -3.39659 -3.69457 0.99509 -0.32 0.14 0.12
Si -1.53744 1.21964 -3.83183 0.77 1.45 0.94
Cl 0.57574 -0.34019 0.04686 -0.77 -0.72 -1.15
C 0.10861 2.07574 -3.68695 0.44 0.46 -0.48
C -2.60208 2.09111 -2.53931 -0.62 0.13 -0.05
C -1.87134 1.15524 -5.66092 -0.36 -0.05 -0.59
H 0.45800 2.07323 -2.65519 -0.09 0.00 0.13
H 0.05354 3.13046 -4.01480 0.05 -0.34 0.10
H 0.89655 1.58771 -4.27668 -0.16 0.08 -0.03
H -1.14026 0.49853 -6.17404 -0.23 0.33 0.40
H -1.70714 2.17959 -6.04333 -0.10 -0.37 0.11
H -2.86726 0.83180 -5.98276 0.10 0.08 0.09
H -3.09371 1.35175 -1.88575 0.11 0.14 -0.29
H -3.36555 2.79918 -2.85706 -0.07 0.07 -0.13
H -1.91647 2.64144 -1.87806 -0.05 -0.20 -0.22
C 2.90902 -0.65410 4.06806 0.17 -0.25 -0.01
C 1.47417 -1.16388 3.95998 -0.57 -0.07 0.47
P 0.29440 0.02852 3.19962 0.80 0.10 -0.21
C -1.22238 -1.01193 3.04184 0.12 0.22 -0.27
C -1.90166 -1.40051 4.34662 -0.19 -0.21 0.08
C -0.04725 1.29627 4.49671 -0.05 0.00 -0.02
C 0.14785 0.86656 5.93939 -0.19 0.27 0.35
H 3.34390 -0.47992 3.07493 -0.19 0.03 0.40
H 3.51515 -1.43160 4.55256 0.03 0.32 0.04
H 2.98731 0.27389 4.65155 -0.04 -0.23 -0.06
H 1.43174 -2.05868 3.31475 0.00 0.20 0.26
H 1.06732 -1.43082 4.94724 0.33 -0.29 -0.18
H -1.91116 -0.45206 2.39504 0.20 -0.15 0.15
H -0.93757 -1.91150 2.47620 0.04 0.33 0.15
H -2.29717 -0.52885 4.87885 0.08 -0.13 -0.07
H -2.74778 -2.06315 4.12679 0.08 0.10 0.09
H -1.23044 -1.94872 5.01754 -0.09 0.12 -0.05
H 0.61362 2.14635 4.25316 -0.26 -0.31 0.14
H -1.07199 1.65877 4.31564 0.32 -0.14 0.05
H 1.15608 0.48311 6.12386 -0.15 0.03 0.01
H 0.00098 1.74211 6.58184 0.06 -0.18 0.10
H -0.58210 0.10852 6.24275 0.22 0.08 -0.02
```
Positions in Å, forces in eV/Å.

Summary:
energy above the lowest of the compared OMol25 structures with the same formula, charge and spin	105.8	kcal/mol
gap between HOMO and LUMO (alpha / beta)	0.278 / 0.294	hartree
E_HOMO (alpha / beta)	-7.46 / -7.51	eV
expectation value of S²	12.6084
multiplicity	7
energy	-114084.5486	eV
LUMO energy (alpha / beta)	0.091 / 0.503	eV
strongest force on any atom	3.5	eV/A

Atomic partial charges in e from the Löwdin method, atoms 1 to 8: -0.049 -0.215 0.087 0.079 0.085 -0.114 -0.090 0.079